Entry 1:
Density functional theory data (ωB97M-V/def2-TZVPD) for a cluster of 2 separate species, C2H9N3O in total at a distorted geometry.

As for the SMILES: C/N=N/N.CO. For the HOMO energy, the calculation gives -8.96 eV. Its net charge is 0.

Geometry (Å):
C -0.699 -1.017 -1.557
N -0.212 -1.149 -0.210
N 0.987 -1.515 -0.137
N 1.523 -1.439 1.077
H 0.040 -1.354 -2.293
H -0.941 0.028 -1.734
H -1.617 -1.610 -1.656
H 0.923 -1.137 1.857
H 2.340 -2.014 1.198
C -0.508 1.608 0.800
O -0.570 2.259 -0.424
H -1.217 0.785 0.771
H -0.781 2.229 1.657
H 0.651 1.352 1.072
H 0.081 2.975 -0.422

Forces on atoms 1 to 6 (eV/Å):
C 0.0 -0.6 -0.5
N 1.5 -0.3 0.9
N -1.3 0.4 -1.0
N -0.3 0.2 0.7
H -0.1 0.0 0.0
H 0.0 0.1 0.0

Löwdin population analysis, charges in e, atoms 1 to 6:
1 C -0.1342
2 N -0.1028
3 N -0.1121
4 N 0.0074
5 H 0.0700
6 H 0.0560

=====

Entry 2:
Density functional theory data (ωB97M-V/def2-TZVPD) for a cluster of 2 separate species, C4H11NO2 in total at a distorted geometry.

As for the SMILES: CC[C@H](N)C=O.O. For the HOMO energy, the calculation gives -9.72 eV. Its net charge is 0.

Geometry (Å):
C -1.227 -1.277 -1.120
C -0.040 -0.706 -0.264
C 0.653 0.697 -0.418
N 1.231 0.739 -1.798
C 1.610 1.392 0.588
O 1.293 1.463 1.794
H -1.959 -1.941 -0.533
H -1.715 -0.435 -1.678
H -0.701 -1.906 -1.923
H -0.255 -0.679 0.859
H 0.666 -1.545 -0.296
H -0.188 1.444 -0.411
H 1.086 -0.319 -2.086
H 0.601 1.389 -2.419
H 2.526 1.830 0.116
O -1.136 -0.444 3.256
H -1.891 0.094 3.502
H -0.554 0.205 2.830

Forces on atoms 1 to 6 (eV/Å):
C 0.7 0.5 -1.0
C 0.4 -0.4 4.1
C -1.4 0.7 -2.3
N -1.7 -1.2 -1.4
C -1.7 -1.6 2.6
O 1.3 0.1 -3.2

Löwdin population analysis, charges in e, atoms 1 to 6:
1 C -0.1061
2 C -0.2400
3 C -0.3701
4 N -0.0223
5 C -0.1598
6 O 0.0053

=====

Entry 3:
Density functional theory data (ωB97M-V/def2-TZVPD) for a cluster of 2 separate species, C3H12N in total.

For the HOMO energy, the calculation gives -15.06 eV. Its net charge is +1.

Geometry (Å):
N -2.577 -0.473 -0.345
H -2.440 -1.388 -0.760
H -3.447 -0.417 0.179
H -1.767 -0.383 0.275
H -2.637 0.185 -1.122
C 0.839 1.111 1.024
C 1.174 -0.268 0.489
C 1.260 -0.310 -1.037
H 1.590 1.831 0.702
H 0.866 1.127 2.114
H -0.146 1.470 0.713
H 0.450 -1.045 0.780
H 2.120 -0.590 0.927
H 1.510 -1.269 -1.483
H 0.333 0.066 -1.495
H 2.006 0.421 -1.360

Forces on atoms 1 to 6 (eV/Å):
N 0.1 -0.4 -0.2
H -0.4 -0.6 -0.2
H -0.1 -0.2 0.2
H 0.1 0.8 0.0
H 0.5 0.4 0.2
C 0.1 -0.1 0.4

Löwdin population analysis, charges in e, atoms 1 to 6:
1 N 0.3475
2 H 0.1585
3 H 0.1633
4 H 0.1314
5 H 0.1648
6 C -0.1229

=====

Entry 4:
Density functional theory data (ωB97M-V/def2-TZVPD) for a cluster of 2 separate species, C5H10O2 in total.

As for the SMILES: O[C@H]1[C@H]2[C@@H](O)[C@@H]12.C. For the HOMO energy, the calculation gives -9.93 eV. Its net charge is 0.

Geometry (Å):
O -1.888 0.093 0.297
C -0.973 -0.221 1.300
C 0.513 -0.119 1.233
C 0.836 -1.260 0.338
O 0.472 -1.323 -1.019
C -0.173 -1.471 1.394
H -1.662 -0.416 -0.493
H -1.387 0.126 2.248
H 1.180 0.407 1.906
H 1.803 -1.731 0.535
H 1.190 -0.899 -1.512
H -0.140 -2.194 2.197
C 0.054 1.821 -1.692
H 1.148 1.854 -1.777
H -0.317 2.749 -1.238
H -0.386 1.701 -2.689
H -0.240 0.987 -1.054

Forces on atoms 1 to 6 (eV/Å):
O 0.1 -0.2 -0.3
C 0.0 0.0 0.4
C 0.1 0.3 0.0
C 0.1 -0.1 0.3
O 0.2 0.1 -0.1
C -0.2 -0.3 0.1

Löwdin population analysis, charges in e, atoms 1 to 6:
1 O -0.0138
2 C -0.2978
3 C -0.0675
4 C -0.3075
5 O -0.0216
6 C -0.0557

=====

Entry 5:
Density functional theory data (ωB97M-V/def2-TZVPD) for a structure of composition C47H42F3O7P2PdS2Sb.

For the HOMO energy, the calculation gives -7.89 eV. Its net charge is 0.

Geometry (Å):
Pd -1.045 0.118 0.171
O -0.681 -0.579 3.211
P 0.437 0.297 3.623
C 0.860 1.641 2.443
P 1.657 0.994 0.950
O 0.977 -0.286 0.513
C 3.402 0.708 1.254
C 4.227 1.750 1.674
C 5.577 1.521 1.870
C 6.108 0.257 1.637
C 5.288 -0.777 1.212
C 3.931 -0.556 1.023
C 1.617 2.245 -0.342
C 0.993 3.480 -0.240
C 0.974 4.330 -1.337
C 1.572 3.948 -2.528
C 2.204 2.714 -2.633
C 2.231 1.868 -1.540
C 0.167 1.130 5.203
C 0.214 2.505 5.403
C -0.023 3.034 6.665
C -0.310 2.194 7.728
C -0.367 0.819 7.533
C -0.132 0.290 6.277
C 1.969 -0.639 3.825
C 3.107 -0.097 4.417
C 4.266 -0.851 4.505
C 4.284 -2.153 4.019
C 3.150 -2.698 3.436
C 1.992 -1.940 3.331
H 1.512 2.382 2.911
H -0.085 2.120 2.157
H 3.820 2.743 1.829
H 6.221 2.328 2.196
H 7.165 0.082 1.786
H 5.703 -1.761 1.032
H 3.274 -1.355 0.704
H 0.479 3.771 0.665
H 0.466 5.282 -1.264
H 1.540 4.610 -3.384
H 2.657 2.410 -3.568
H 2.718 0.902 -1.618
H 0.413 3.180 4.581
H 0.007 4.106 6.811
H -0.497 2.609 8.710
H -0.599 0.162 8.361
H -0.185 -0.781 6.119
H 3.086 0.913 4.812
H 5.153 -0.428 4.958
H 5.189 -2.743 4.098
H 3.168 -3.712 3.057
H 1.102 -2.333 2.857
O -1.504 -1.830 0.462
S -2.713 -1.850 1.423
C -3.916 -2.852 0.525
C -3.410 -4.282 0.615
C -3.060 -4.486 2.085
C -2.311 -3.229 2.545
H -3.995 -2.432 -0.475
H -4.865 -2.716 1.051
H -2.513 -4.382 0.000
H -4.146 -5.002 0.256
H -2.454 -5.378 2.238
H -3.974 -4.607 2.671
H -1.228 -3.315 2.473
H -2.557 -2.899 3.552
O -2.895 0.438 -0.282
S -2.945 1.840 0.407
O -3.936 2.651 -0.240
O -1.518 2.248 0.071
O -3.123 1.661 1.827
F -6.878 0.958 -5.706
C -5.646 0.926 -5.154
C -4.643 0.247 -5.821
C -3.379 0.218 -5.252
C -3.126 0.856 -4.038
C -4.162 1.533 -3.396
C -5.435 1.570 -3.953
Sb -1.197 0.844 -3.118
C -1.074 -1.283 -2.850
C -2.167 -2.125 -3.036
C -2.079 -3.484 -2.762
C -0.885 -3.984 -2.287
F -0.802 -5.303 -1.992
C 0.220 -3.186 -2.082
C 0.113 -1.832 -2.365
C -0.084 0.908 -4.967
C 0.640 -0.163 -5.481
C 1.393 -0.032 -6.644
C 1.405 1.189 -7.285
F 2.131 1.326 -8.416
C 0.700 2.278 -6.811
C -0.038 2.126 -5.644
H -4.859 -0.241 -6.762
H -2.580 -0.307 -5.765
H -3.996 2.018 -2.440
H -6.251 2.084 -3.464
H -3.103 -1.723 -3.403
H -2.920 -4.150 -2.909
H 1.132 -3.618 -1.692
H 0.969 -1.194 -2.170
H 0.617 -1.124 -4.981
H 1.956 -0.859 -7.055
H 0.733 3.216 -7.349
H -0.591 2.980 -5.265

Forces on atoms 1 to 6 (eV/Å):
Pd 0.0 0.4 -0.5
O -0.1 -0.1 -0.1
P 0.1 0.2 0.1
C 0.0 -0.1 0.0
P -0.1 0.5 -0.1
O 0.1 -0.1 0.0

Löwdin population analysis, charges in e, atoms 1 to 6:
1 Pd 0.9187
2 O -0.3307
3 P 0.7212
4 C -0.2868
5 P 0.7540
6 O -0.4176

=====

Entry 6:
Density functional theory data (ωB97M-V/def2-TZVPD) for a structure of composition C12H23NO4PPb at a distorted geometry.

Its multiplicity is 2. For the HOMO energy (spin up / spin down), the calculation gives -13.10 / -16.22 eV. Its net charge is +2. The expectation value of S² is 0.752.

Geometry (Å):
C -0.602 2.289 -2.343
C -0.855 1.591 -1.006
C -1.485 2.656 -0.090
C 0.496 1.061 -0.497
C 0.465 0.039 0.643
C 1.878 -0.557 0.855
C 2.476 -1.332 -0.322
C 3.845 -1.845 0.002
O 4.809 -1.680 -0.711
O 4.052 -2.563 1.145
P 0.231 0.977 2.213
O 1.222 2.064 2.266
C -0.566 -1.066 0.368
C -1.952 -0.646 -0.155
C -2.927 -0.158 0.942
C -2.599 -1.881 -0.787
N -1.736 0.385 -1.243
O -1.724 -0.041 -2.352
H -0.161 3.251 -2.119
H 0.094 1.748 -2.969
H -1.529 2.453 -2.873
H -0.696 3.182 0.430
H -2.155 2.262 0.658
H -2.030 3.374 -0.684
H 1.091 1.910 -0.180
H 1.001 0.625 -1.353
H 2.520 0.287 1.094
H 1.841 -1.191 1.738
H 2.630 -0.699 -1.183
H 1.883 -2.208 -0.565
H 3.849 -1.984 1.896
H -1.087 1.423 2.284
H 0.397 0.009 3.218
H -0.738 -1.651 1.266
H -0.163 -1.759 -0.363
H -2.457 -0.078 1.909
H -3.715 -0.885 1.058
H -3.412 0.773 0.686
H -3.505 -1.617 -1.316
H -2.872 -2.547 0.018
H -1.925 -2.423 -1.436
Pb 6.109 -3.550 -0.143

Forces on atoms 1 to 6 (eV/Å):
C 0.1 -0.4 0.2
C -0.3 2.0 -0.2
C -0.2 -0.5 0.2
C 0.0 -0.9 0.2
C -0.6 -0.2 -0.1
C -0.1 0.2 -0.1

Löwdin population analysis, charges in e, atoms 1 to 6:
1 C -0.0016
2 C -0.4045
3 C 0.0055
4 C -0.0910
5 C -0.4902
6 C -0.1687

=====

Energy above the lowest of the compared OMol25 structures with the same formula, charge and spin for the records above, in order: 314.5; 258.2; 38.1; 340.9; 0.0; 0.0 kJ/mol